Molecular formula: C6H13N
Method: DFT, ωB97M-V with the def2-TZVPD basis set

XYZ file:
```
20
Properties=species:S:1:pos:R:3:nbo_charge:R:1
C -1.17212 0.42797 2.38733 -0.6351
C -0.31373 1.55424 1.75528 -0.3939
C -0.14073 1.25090 0.27004 -0.4296
C 0.64537 -0.04174 -0.18296 -0.3047
C 0.42785 -0.69582 -1.30016 0.1782
C 1.21427 -2.01971 -1.52684 -0.6703
N -0.39172 -0.43390 -2.43549 -0.8368
H -0.75051 -0.48105 2.66946 0.2176
H -1.70342 0.87136 3.21006 0.2107
H -1.81979 -0.06339 1.74442 0.2063
H -0.80443 2.64777 1.60833 0.2162
H 0.70019 1.54571 2.29439 0.2045
H 0.40311 2.09820 -0.31049 0.2023
H -1.11708 0.98682 -0.02788 0.2021
H 1.39376 -0.38414 0.52799 0.2036
H 0.86911 -2.79022 -2.42545 0.2160
H 0.96215 -2.63126 -0.55614 0.2356
H 2.32515 -1.71527 -1.79004 0.2284
H -0.01204 -0.66030 -3.38475 0.3807
H -0.71538 0.53383 -2.52711 0.3682
```

The HOMO-LUMO gap is 9.1308 eV. The energy above the lowest of the compared OMol25 structures with the same formula, charge and spin comes out at 55.99 kcal/mol. Its total energy is -7920.4054 eV. As for the structure (SMILES): CCC/C=C(/C)N. As for the spin multiplicity: 1. The LUMO energy comes out at 1.026 eV.



Molecular formula: C7H9Cl
Method: DFT, ωB97M-V with the def2-TZVPD basis set

XYZ file:
```
17
Properties=species:S:1:pos:R:3:nbo_charge:R:1
C -0.69310 2.32776 0.64856 -0.6739
C -0.28755 0.78037 0.39512 0.0410
C -0.34466 -0.41456 1.16211 -0.2501
C 0.10452 -1.49498 0.30838 -0.2850
C 1.44993 -0.88380 -0.25608 -0.3886
C 0.39781 0.13820 -0.82139 -0.2844
C -0.60686 -1.10432 -1.06836 -0.1538
H 0.39539 2.70008 0.92532 0.2361
H -1.21621 2.96259 -0.20493 0.2497
H -1.13915 2.45044 1.74747 0.2363
H -1.11288 -0.42181 2.11079 0.2309
H -0.03230 -2.53978 0.70420 0.2305
H 2.08556 -1.39200 -1.10954 0.2397
H 2.03546 -0.68750 0.74537 0.2224
H 0.73668 0.73697 -1.57739 0.2116
H -1.64697 -0.91239 -1.33620 0.2309
Cl -0.12566 -2.24524 -2.37342 -0.0932
```

The HOMO-LUMO gap is 9.5843 eV. The energy above the lowest of the compared OMol25 structures with the same formula, charge and spin comes out at 81.68 kcal/mol. Its total energy is -19923.1141 eV. As for the spin multiplicity: 1. The LUMO energy comes out at 0.902 eV.



Molecular formula: C29H32F6N5O9P2S3W
Method: DFT, ωB97M-V with the def2-TZVPD basis set

XYZ file:
```
87
Properties=species:S:1:pos:R:3:lowdin_charge:R:1
W 0.28563 -0.64014 0.83582 1.4905
C -3.24933 -1.28623 1.04800 -0.1891
P -2.23280 0.16481 0.66047 0.9881
C -2.62564 0.59123 -1.05257 -0.4025
N -3.84470 1.01639 -1.29622 0.1543
C -4.14715 1.38695 -2.55327 -0.1710
C -5.44069 1.86733 -2.86133 0.0201
C -5.70902 2.27587 -4.13275 -0.0061
C -4.71522 2.22083 -5.14921 -0.0059
C -3.46367 1.74763 -4.89049 0.0165
C -3.15276 1.31001 -3.58340 -0.1678
N -1.94426 0.77810 -3.31561 0.1540
C -1.68089 0.42319 -2.08162 -0.3982
P -0.19047 -0.59159 -1.80428 1.0139
C -0.69521 -2.22868 -2.38387 -0.2247
C 1.16323 0.03285 -2.94113 -0.6502
C 1.19769 1.56680 -2.87530 -0.0513
C 2.51543 -0.59574 -2.61176 -0.0657
C 0.81232 -0.40891 -4.38138 -0.0673
C -2.63991 1.57122 1.82324 -0.6663
C -3.81060 2.40758 1.28454 -0.0725
C -1.40234 2.46235 1.94141 -0.0849
C -3.06231 0.98351 3.17620 -0.0657
H -4.29866 -0.99290 0.95927 0.0824
H -3.06118 -1.63089 2.06365 0.0597
H -3.05735 -2.08530 0.33155 0.0502
H -6.17980 1.91099 -2.07312 0.1299
H -6.69111 2.65437 -4.38229 0.1298
H -4.96814 2.55766 -6.14559 0.1297
H -2.70186 1.69203 -5.65604 0.1279
H -1.05949 -2.10794 -3.40543 0.0724
H -1.50519 -2.62421 -1.77273 0.0431
H 0.15269 -2.91527 -2.38043 0.0467
H 1.22162 1.97326 -1.86293 0.0680
H 0.33828 1.99617 -3.38551 0.0848
H 2.09608 1.91089 -3.39013 0.1122
H 2.91903 -0.29579 -1.64985 0.0567
H 3.21862 -0.26895 -3.37912 0.1145
H 2.46389 -1.68312 -2.64415 0.0642
H -0.17639 -0.09015 -4.69232 0.0695
H 0.92038 -1.48499 -4.52042 0.0896
H 1.54339 0.07258 -5.03420 0.1121
H -3.54073 2.97449 0.39608 0.0870
H -4.07580 3.12058 2.06797 0.1110
H -4.69168 1.80727 1.06711 0.0855
H -1.05901 2.82227 0.96822 0.0921
H -0.57089 1.96938 2.44884 0.0379
H -1.66351 3.33802 2.53740 0.1141
H -4.06130 0.55079 3.12198 0.0992
H -3.10181 1.80337 3.89505 0.1163
H -2.38216 0.23802 3.57744 0.0467
O 5.73291 2.29429 0.42721 0.2701
C 4.69991 1.72917 0.48886 -0.2013
C 3.27821 2.39530 0.39327 -0.2260
O 3.00378 3.54459 0.28844 0.2306
C 2.36724 1.21428 0.45896 -0.2075
C 3.00817 0.04483 0.61620 -0.2666
O 2.19091 -0.98544 0.74341 -0.2136
C 4.49309 0.18152 0.60543 -0.2395
O 5.30644 -0.68567 0.61946 0.2181
O 1.02707 1.03483 0.46341 -0.2052
S 0.27447 -3.05436 0.71736 0.7781
C 1.80815 -3.77133 0.23211 -0.6390
N 2.19165 -4.84328 0.96939 0.1270
C 3.34153 -5.49407 0.71538 0.0475
C 4.14361 -5.04082 -0.30315 0.0547
C 3.69172 -3.94347 -1.02214 0.0006
N 2.52541 -3.33200 -0.76116 0.1113
H 1.60090 -5.15441 1.73578 0.1738
H 3.57432 -6.34590 1.34109 0.1672
H 5.08063 -5.52853 -0.52994 0.1463
H 4.26951 -3.53693 -1.84380 0.1458
F 2.06558 -2.44502 3.53677 0.1271
C 1.12344 -2.08545 4.42409 -0.6758
F 1.60787 -2.03951 5.62580 0.2313
F 0.11192 -2.93748 4.34797 0.1715
S 0.46317 -0.40617 3.92005 0.7296
O -0.36557 -0.90194 2.63562 -0.5692
O -0.40173 -0.01325 4.96450 -0.1634
N 1.47975 0.51694 3.26212 -0.3030
S 2.80992 1.10494 4.12921 0.7300
O 3.85323 1.20108 3.16195 -0.2130
O 2.94005 0.36622 5.33104 -0.2117
C 2.27208 2.87257 4.53630 -0.6607
F 0.99240 3.02070 4.19833 0.1471
F 2.42619 3.06034 5.82007 0.2126
F 3.01682 3.69541 3.83480 0.1943
```

The HOMO-LUMO gap is 4.7223 eV. As for the net charge: +3. The energy above the lowest of the compared OMol25 structures with the same formula, charge and spin comes out at 21.64 kcal/mol. Its total energy is -125655.2704 eV. As for the spin multiplicity: 1. The LUMO energy comes out at -11.737 eV.



Molecular formula: C33H38IrN4P2
Method: DFT, ωB97M-V with the def2-TZVPD basis set

XYZ file:
```
78
Properties=species:S:1:pos:R:3:lowdin_charge:R:1
Ir 0.39900 -0.19446 -0.89193 1.1333
N 0.33396 1.74794 -1.62039 -0.0609
C 1.58485 2.12559 -2.36842 -0.1500
C 2.02984 0.91984 -3.16004 -0.1663
N 2.17979 -0.21149 -2.19116 -0.0518
H -0.44950 1.79808 -2.27280 0.1051
H 0.15764 2.44782 -0.89699 0.1007
H 2.33488 2.41619 -1.63090 0.1067
H 1.38005 2.98395 -3.00790 0.1550
H 2.96433 1.11174 -3.68785 0.1524
H 1.28082 0.63040 -3.89955 0.1355
H 3.02605 -0.07894 -1.63610 0.1036
H 2.33071 -1.08334 -2.69949 0.1290
C 0.29679 -0.00155 3.51665 -0.0359
N 0.25954 0.24293 2.05113 -0.4342
P -0.97408 -0.24746 1.02851 0.9156
C -1.06468 -2.01961 0.90549 -0.3267
C -1.98661 -2.93313 1.39677 -0.0122
C -1.86342 -4.27187 1.03263 0.0150
C -0.86240 -4.68700 0.16341 0.0126
C 0.05667 -3.77758 -0.36114 -0.0297
C -0.05343 -2.45609 0.03579 -0.2325
C -2.49728 0.52167 1.43855 -0.3398
C -2.52030 1.63765 2.29233 -0.0691
C -3.73417 2.18418 2.66380 -0.0112
C -4.91987 1.63775 2.17983 0.0178
C -4.90187 0.53767 1.32469 -0.0145
C -3.69756 -0.02475 0.94800 -0.0879
P 1.60789 0.47901 1.06276 0.9124
C 3.00245 -0.52283 1.52508 -0.3508
C 3.71562 -0.11439 2.66691 -0.0697
C 4.75747 -0.89209 3.14204 -0.0073
C 5.11665 -2.05752 2.47655 0.0092
C 4.42936 -2.45907 1.33477 -0.0236
C 3.37241 -1.70266 0.86323 -0.0979
C 2.09410 2.18390 1.04134 -0.3654
C 1.16076 3.20307 1.29389 -0.0875
C 1.55018 4.52800 1.21987 -0.0145
C 2.86600 4.84903 0.88469 0.0169
C 3.79407 3.84623 0.61751 -0.0119
C 3.41492 2.51675 0.68589 -0.0814
H 0.44003 -1.06205 3.72004 0.1048
H -0.63408 0.34376 3.96162 0.0921
H 1.11609 0.56648 3.95192 0.0956
H -2.78509 -2.61679 2.05523 0.1325
H -2.55744 -4.99938 1.43301 0.1418
H -0.77740 -5.73440 -0.09687 0.1415
H 0.85540 -4.11989 -1.00633 0.1348
H 0.89926 -1.85565 -0.15978 0.0240
H -1.60537 2.04476 2.70022 0.0939
H -3.76301 3.02614 3.34217 0.1357
H -5.86755 2.06774 2.47825 0.1405
H -5.83139 0.11665 0.96625 0.1336
H -3.68969 -0.88588 0.29117 0.1102
H 3.45994 0.80278 3.18329 0.1191
H 5.29701 -0.58282 4.02731 0.1374
H 5.94363 -2.65240 2.84219 0.1393
H 4.72577 -3.36148 0.81774 0.1306
H 2.86192 -2.03329 -0.03324 0.0737
H 0.14778 2.95720 1.58704 0.0912
H 0.84363 5.31612 1.44340 0.1334
H 3.16935 5.88732 0.84183 0.1403
H 4.81534 4.10552 0.37215 0.1371
H 4.14936 1.74281 0.49820 0.1203
C -4.57055 -1.32096 -4.78107 0.0105
C -3.46091 -1.06459 -3.82564 -0.1866
C -2.38158 -1.94968 -3.69950 0.0435
C -1.38069 -1.70172 -2.79197 -0.0893
N -1.36833 -0.59386 -2.01220 -0.1285
C -2.41746 0.25428 -2.10001 -0.1382
C -3.45104 0.05629 -2.98228 0.0401
H -4.20007 -1.75987 -5.70703 0.1118
H -5.13109 -0.41601 -5.00482 0.1051
H -5.26450 -2.04493 -4.34111 0.1245
H -2.32277 -2.83836 -4.31501 0.1479
H -0.55272 -2.38919 -2.68197 0.1102
H -2.42794 1.10222 -1.42499 0.1120
H -4.25550 0.77959 -3.01664 0.1453
```

The HOMO-LUMO gap (alpha / beta) is 7.7491 / 4.5242 eV. As for the net charge: +4. The energy above the lowest of the compared OMol25 structures with the same formula, charge and spin comes out at 6.11 kcal/mol. Its total energy is -62177.0360 eV. Its expectation value of S² is 0.76. As for the spin multiplicity: 2. The LUMO energy (alpha / beta) comes out at -12.175 / -15.378 eV.



What did the first record say?
Molecular formula: C6H13N
Method: DFT, ωB97M-V with the def2-TZVPD basis set

XYZ file:
```
20
Properties=species:S:1:pos:R:3:nbo_charge:R:1
C -1.17212 0.42797 2.38733 -0.6351
C -0.31373 1.55424 1.75528 -0.3939
C -0.14073 1.25090 0.27004 -0.4296
C 0.64537 -0.04174 -0.18296 -0.3047
C 0.42785 -0.69582 -1.30016 0.1782
C 1.21427 -2.01971 -1.52684 -0.6703
N -0.39172 -0.43390 -2.43549 -0.8368
H -0.75051 -0.48105 2.66946 0.2176
H -1.70342 0.87136 3.21006 0.2107
H -1.81979 -0.06339 1.74442 0.2063
H -0.80443 2.64777 1.60833 0.2162
H 0.70019 1.54571 2.29439 0.2045
H 0.40311 2.09820 -0.31049 0.2023
H -1.11708 0.98682 -0.02788 0.2021
H 1.39376 -0.38414 0.52799 0.2036
H 0.86911 -2.79022 -2.42545 0.2160
H 0.96215 -2.63126 -0.55614 0.2356
H 2.32515 -1.71527 -1.79004 0.2284
H -0.01204 -0.66030 -3.38475 0.3807
H -0.71538 0.53383 -2.52711 0.3682
```

The HOMO-LUMO gap is 9.1308 eV. The energy above the lowest of the compared OMol25 structures with the same formula, charge and spin comes out at 55.99 kcal/mol. Its total energy is -7920.4054 eV. As for the structure (SMILES): CCC/C=C(/C)N. As for the spin multiplicity: 1. The LUMO energy comes out at 1.026 eV.



Question: What is the total energy in the fourth record?
Answer: -62177.0360 eV



Question: Which formula does entry 4 have?
Answer: C33H38IrN4P2



Question: Which value of total energy does entry 2 give?
Answer: -19923.1141 eV